92
Properties=species:S:1:pos:R:3:forces:R:3 method="wB97M-V/def2-TZVPD" e_homo_ev="-0.56 / -0.56" relative_energy_kj_mol=497.44 total_energy_ev=-77031.441 gap_ha="0.1474 / 0.1450" charge=-2
Pb -0.7076 -1.1896 1.0012 0.089 -0.204 -0.297
O -1.5598 -6.1975 -0.9383 0.019 0.088 -0.021
C -1.0631 -5.0283 -0.4559 0.034 -0.120 0.175
O -1.1653 -3.9933 -1.0435 0.031 0.017 -0.037
C -0.3900 -5.2035 0.8818 -0.081 0.082 -0.180
C -0.1939 -6.4495 1.4580 0.096 0.073 0.102
C 0.4285 -6.4852 2.7005 -0.020 0.024 -0.052
C 0.8049 -5.3009 3.3100 0.043 0.014 -0.046
C 0.5545 -4.1011 2.6478 -0.029 -0.082 0.026
N -0.0220 -4.0664 1.4571 -0.123 -0.110 0.042
C 0.8479 -2.7179 3.2348 0.002 -0.237 0.081
O 1.3740 -2.8849 4.5250 0.023 0.074 -0.132
O -0.1378 -1.8913 3.1628 -0.015 0.225 -0.018
H -2.0114 -5.9566 -1.7613 -0.037 -0.011 0.006
H -0.5162 -7.3467 0.9521 -0.021 -0.007 -0.004
H 0.6110 -7.4342 3.1898 -0.013 0.001 0.011
H 1.2780 -5.2806 4.2804 0.001 -0.001 0.006
H 1.2997 -2.0016 4.9086 -0.075 -0.036 0.060
C 5.4692 0.5139 -4.8303 0.002 -0.020 -0.010
C 4.7916 1.5355 -4.1807 -0.020 0.031 -0.004
C 3.8986 1.2448 -3.1567 0.037 0.011 0.002
C 3.6665 -0.0704 -2.7634 0.001 0.091 0.033
C 4.3517 -1.0858 -3.4276 -0.013 -0.022 -0.017
C 5.2480 -0.8020 -4.4493 0.011 0.007 -0.016
Sb 2.4071 -0.6855 -1.1034 -0.020 -0.154 -0.015
C 4.0215 -0.4275 0.2869 0.009 -0.001 0.052
C 4.5782 0.8189 0.5641 0.078 0.001 -0.079
C 5.6308 0.9435 1.4590 0.003 0.024 -0.014
C 6.1467 -0.1846 2.0836 0.003 -0.012 0.024
C 5.6091 -1.4320 1.8066 0.003 0.012 0.020
C 4.5488 -1.5497 0.9166 -0.013 0.000 0.027
C 1.4756 1.1999 -0.7334 0.054 0.038 -0.172
C 1.3166 1.7184 0.6765 0.023 0.103 0.041
C 1.0778 3.2689 0.8128 -0.006 -0.116 -0.035
C 0.4371 3.8513 -0.4110 -0.060 -0.040 0.028
C 0.3192 3.1918 -1.5620 0.081 -0.006 -0.006
C 0.9071 1.8590 -1.7461 0.035 0.108 0.038
H 6.1630 0.7413 -5.6306 0.006 0.001 0.002
H 4.9585 2.5666 -4.4698 0.001 0.000 -0.004
H 3.3812 2.0564 -2.6592 -0.009 -0.003 0.012
H 4.1884 -2.1213 -3.1443 -0.013 -0.001 0.004
H 5.7708 -1.6087 -4.9497 0.001 -0.001 -0.003
H 4.1944 1.7058 0.0701 -0.022 0.004 0.016
H 6.0439 1.9219 1.6733 -0.001 -0.001 0.002
H 6.9577 -0.0874 2.7955 0.010 -0.002 -0.013
H 5.9977 -2.3135 2.3018 -0.002 -0.004 -0.002
H 4.1144 -2.5256 0.7350 -0.028 0.006 0.026
H 2.1800 1.4185 1.2746 -0.043 0.058 0.027
H 2.0205 3.8056 0.9902 -0.017 0.046 -0.069
H 0.0936 4.8755 -0.3345 -0.069 -0.026 0.008
H -0.1461 3.6674 -2.4172 -0.023 -0.009 0.007
H 0.9180 1.4554 -2.7542 0.013 0.004 -0.012
F 1.9816 -2.2640 2.4248 0.036 0.008 0.004
N 0.0924 7.9631 5.4325 0.008 -0.028 -0.015
C 0.0925 7.0179 4.7603 -0.026 0.004 0.006
C 0.0965 5.8703 3.9369 -0.013 0.031 0.005
C 1.0300 4.8265 4.1244 0.003 -0.049 0.062
C 1.0797 3.7406 3.3103 0.042 -0.102 -0.019
C 0.1840 3.5479 2.1534 0.117 0.212 0.028
C -0.7899 4.6474 2.0286 0.031 -0.032 -0.072
C -0.8154 5.7163 2.8633 -0.059 0.002 0.059
C -0.4202 2.0382 2.0696 0.063 0.000 -0.249
C 0.0839 1.1583 1.3507 -0.158 0.042 0.453
H 1.7375 4.8995 4.9438 0.007 -0.001 -0.011
H 1.8037 2.9557 3.5040 0.043 0.031 -0.014
H -1.5459 4.5532 1.2586 0.010 0.036 -0.012
H -1.5753 6.4760 2.7140 0.013 0.008 -0.020
C -2.8700 -0.8899 1.1894 -0.111 0.009 0.315
C -3.6147 -0.7065 0.2168 0.092 -0.099 -0.144
C -4.4587 -0.5018 -0.8838 -0.038 0.001 0.001
C -4.5504 0.8507 -1.4065 -0.041 0.043 -0.016
C -3.5419 1.8014 -1.1303 0.011 0.002 0.029
C -3.6105 3.1008 -1.5957 0.003 0.006 0.006
C -4.6891 3.5358 -2.3612 -0.008 0.001 -0.015
C -5.7104 2.6301 -2.6215 0.004 0.022 -0.003
C -5.6499 1.3280 -2.1527 0.039 -0.055 -0.017
C -5.0946 -1.6614 -1.4638 0.003 -0.019 0.011
C -5.5795 -1.7286 -2.7928 -0.012 0.046 0.043
C -6.1281 -2.8856 -3.3182 -0.013 -0.015 -0.020
C -6.2302 -4.0496 -2.5642 0.009 -0.004 -0.020
C -5.7446 -4.0159 -1.2579 0.012 -0.024 0.010
C -5.1956 -2.8674 -0.7245 0.019 -0.003 0.016
H -2.6958 1.4990 -0.5238 0.002 0.005 -0.001
H -2.8039 3.7852 -1.3550 0.015 0.003 0.005
H -4.7380 4.5537 -2.7292 -0.004 0.004 0.004
H -6.5819 2.9473 -3.1861 -0.005 -0.004 -0.002
H -6.4875 0.6682 -2.3336 -0.019 -0.013 -0.018
H -5.4812 -0.8648 -3.4348 -0.002 0.024 -0.018
H -6.4707 -2.8811 -4.3488 0.001 0.006 -0.004
H -6.6618 -4.9520 -2.9805 -0.008 -0.003 -0.001
H -5.7976 -4.9079 -0.6410 -0.005 -0.002 0.012
H -4.8170 -2.8721 0.2901 0.002 -0.008 0.003